(1)
{"formula": "C6H7N", "method": "ωB97M-V/def2-TZVPD", "homo_lumo_gap_ha": 0.3536, "charge": 0, "homo_energy_ev": -9.1, "e_tot_ev": -7820.7848, "e_above_lowest_ev": 4.862, "species": ["N", "C", "C", "C", "C", "C", "C", "H", "H", "H", "H", "H", "H", "H"], "coordinates": [[1.6377, -0.4757, -2.7326], [-0.0132, 0.1306, 0.2855], [0.7274, -0.5227, -2.0214], [-0.3868, -0.5550, -1.0722], [-1.8612, 1.8517, 0.8768], [-1.0372, 0.9241, 0.8426], [1.1267, -0.5617, 0.9990], [0.2994, 1.3157, 0.5332], [-2.8665, 1.7710, 1.2313], [2.0322, -0.4510, 0.3854], [0.9645, -1.6318, 1.1533], [-1.2685, -0.0936, -1.5270], [1.2943, -0.0796, 1.9614], [-0.6489, -1.6221, -0.9153]]}


(2)
{"formula": "C6H11N3", "method": "ωB97M-V/def2-TZVPD", "homo_lumo_gap_ha": 0.2854, "charge": 2, "homo_energy_ev": -17.7, "e_tot_ev": -10848.3121, "e_above_lowest_ev": 4.638, "species": ["N", "N", "N", "C", "C", "C", "C", "C", "C", "H", "H", "H", "H", "H", "H", "H", "H", "H", "H", "H"], "coordinates": [[-5.5632, -1.7702, 0.2520], [-1.2918, -0.2041, -0.9325], [-3.4138, -0.9921, -0.2162], [2.2849, 1.0928, -0.7351], [1.1151, 0.1928, -0.7647], [-2.4046, -0.4972, -0.7183], [-4.5084, -1.4475, -0.0800], [1.1203, -1.1427, -0.1944], [-0.1802, 0.6800, -1.2482], [0.5369, -1.8806, -0.6265], [3.1236, 0.7571, -1.3392], [4.5342, 2.1308, 4.5364], [2.7403, 0.9108, 0.1662], [3.8226, 2.5233, 4.6869], [-0.3981, 1.7148, -0.8485], [2.1938, -1.5770, -0.1676], [-0.2386, 0.7920, -2.2757], [2.1758, 2.1982, -0.8667], [0.6745, -1.0658, 0.8058], [-6.3231, -2.4153, 0.5665]]}


Computed LUMO level (Eh) in order:
0.01756; -0.36579